Computed, not measured: a cluster of 16 separate species, C70H93Cl6F9N2O16S2 in total in a non-equilibrium geometry, with wB97M-V/def2-TZVPD.

Each line ends with the Mulliken charge.
CARTESIAN COORDINATES (ANGSTROEM)
C -13.993 -23.327 20.914  -1.546
C -14.150 -22.668 22.272  -0.231
C -13.997 -21.090 22.259  -0.662
N -14.569 -20.436 23.548  -0.040
C -13.907 -21.067 24.851  -0.731
C -14.245 -20.253 26.145  -0.740
C -13.917 -18.740 25.975  -0.633
C -14.649 -18.130 24.757  -0.670
C -14.308 -18.862 23.470  -0.676
C -16.069 -20.598 23.632  -1.092
H -13.069 -23.091 20.387  0.371
H -14.779 -23.266 20.162  0.375
H -13.959 -24.400 21.104  0.396
H -13.412 -23.122 22.933  0.380
H -15.098 -23.082 22.615  0.296
H -14.407 -20.605 21.374  0.446
H -12.935 -20.851 22.317  0.482
H -12.832 -20.979 24.695  0.443
H -14.175 -22.123 24.807  0.508
H -13.689 -20.626 27.006  0.409
H -15.298 -20.364 26.401  0.328
H -12.831 -18.709 25.887  0.335
H -14.203 -18.165 26.856  0.357
H -14.335 -17.117 24.505  0.390
H -15.735 -18.153 24.852  0.325
H -13.235 -18.797 23.285  0.472
H -14.856 -18.525 22.590  0.489
H -16.469 -19.984 24.439  0.492
H -16.266 -21.630 23.922  0.390
H -16.447 -20.269 22.664  0.336
N -7.794 -20.087 22.187  -0.247
S -7.465 -21.562 22.390  1.079
O -8.030 -22.338 23.527  -0.571
O -6.127 -21.960 21.875  -0.595
F -8.433 -22.088 21.150  -0.335
S -6.991 -19.723 23.648  1.057
O -5.530 -20.040 23.777  -0.530
O -7.824 -19.918 24.848  -0.548
F -7.025 -18.052 23.510  -0.310
C -19.539 -28.025 27.891  -0.227
Cl -19.322 -26.293 27.510  -0.145
Cl -20.167 -28.965 26.491  -0.143
H -18.594 -28.446 28.236  0.253
H -20.233 -28.111 28.727  0.263
C -8.773 -20.043 31.456  -0.211
Cl -10.129 -19.109 32.062  -0.146
Cl -8.436 -21.413 32.572  -0.149
H -9.013 -20.427 30.465  0.254
H -7.938 -19.342 31.450  0.252
C -9.687 -18.146 17.530  -0.211
Cl -11.270 -17.434 18.002  -0.155
Cl -9.340 -17.934 15.782  -0.152
H -8.887 -17.650 18.080  0.280
H -9.820 -19.213 17.709  0.238
C -11.917 -32.516 28.450  -0.977
C -12.469 -31.487 29.453  -0.318
O -11.470 -30.433 29.617  -0.298
C -11.677 -29.232 29.109  0.778
O -12.777 -28.830 28.668  -0.610
O -10.476 -28.534 29.213  -0.293
C -10.439 -27.237 28.723  -0.629
H -12.733 -33.171 28.144  0.331
H -11.123 -33.072 28.948  0.293
H -11.513 -32.008 27.574  0.293
H -12.725 -31.930 30.416  0.304
H -13.397 -31.017 29.128  0.319
H -11.357 -26.706 28.973  0.293
H -10.486 -27.263 27.635  0.285
H -9.548 -26.714 29.071  0.231
C -27.713 -16.499 25.144  -1.040
C -27.207 -17.965 25.119  -0.148
O -25.821 -18.061 24.659  -0.310
C -24.742 -18.349 25.356  0.770
O -23.562 -18.297 24.921  -0.610
O -25.059 -18.783 26.618  -0.331
C -24.016 -19.303 27.452  -0.670
H -27.731 -16.104 24.128  0.273
H -27.038 -15.934 25.787  0.304
H -28.756 -16.409 25.447  0.351
H -27.894 -18.495 24.459  0.285
H -27.362 -18.395 26.108  0.276
H -23.720 -20.321 27.199  0.280
H -24.357 -19.309 28.488  0.271
H -23.085 -18.742 27.522  0.298
C -23.867 -24.826 23.391  -1.099
C -23.373 -24.536 21.975  -0.205
O -22.901 -25.775 21.404  -0.331
C -21.595 -26.047 21.373  0.812
O -20.708 -25.234 21.606  -0.604
O -21.462 -27.226 20.849  -0.321
C -20.177 -27.923 20.838  -0.635
H -24.446 -25.748 23.335  0.294
H -24.544 -24.090 23.826  0.375
H -23.079 -25.023 24.119  0.276
H -22.595 -23.774 22.022  0.263
H -24.090 -24.006 21.349  0.349
H -19.994 -28.332 21.832  0.270
H -19.384 -27.227 20.563  0.315
H -20.174 -28.640 20.017  0.241
C -12.580 -10.823 19.935  -1.112
C -13.515 -11.309 20.966  -0.152
O -14.590 -10.456 21.349  -0.313
C -14.345 -9.148 21.670  0.733
O -13.239 -8.671 21.907  -0.569
O -15.501 -8.486 21.825  -0.313
C -15.680 -7.166 22.335  -0.617
H -12.015 -9.926 20.185  0.309
H -13.156 -10.516 19.061  0.305
H -11.849 -11.603 19.723  0.355
H -13.001 -11.647 21.866  0.312
H -14.002 -12.194 20.556  0.244
H -16.729 -6.988 22.568  0.230
H -15.372 -6.439 21.583  0.287
H -15.035 -6.964 23.190  0.303
F -14.895 -33.483 20.151  -0.295
C -14.885 -32.795 21.305  0.234
C -15.758 -33.207 22.288  -0.223
C -15.676 -32.568 23.524  -0.447
C -14.875 -31.492 23.700  -0.408
C -14.108 -30.965 22.657  -0.498
C -14.093 -31.661 21.476  -0.276
H -16.487 -33.985 22.117  0.405
H -16.410 -32.920 24.234  0.341
H -14.870 -30.907 24.607  0.396
H -13.444 -30.130 22.827  0.390
H -13.514 -31.283 20.646  0.383
F -18.756 -18.272 18.499  -0.308
C -18.295 -19.011 17.493  0.489
C -18.941 -20.248 17.240  -0.488
C -18.605 -20.922 16.093  -0.339
C -17.564 -20.489 15.279  -0.567
C -16.935 -19.267 15.568  -0.172
C -17.314 -18.501 16.665  -0.546
H -19.689 -20.637 17.915  0.439
H -19.066 -21.866 15.843  0.356
H -17.104 -21.001 14.447  0.373
H -16.179 -18.858 14.915  0.347
H -16.878 -17.520 16.776  0.418
F -8.070 -25.641 10.250  -0.295
C -8.987 -24.659 10.614  0.254
C -9.295 -24.418 11.959  -0.273
C -10.162 -23.389 12.335  -0.397
C -10.838 -22.660 11.391  -0.406
C -10.624 -22.975 10.003  -0.427
C -9.726 -23.974 9.638  -0.316
H -8.879 -25.088 12.696  0.378
H -10.387 -23.266 13.384  0.355
H -11.572 -21.941 11.723  0.380
H -11.094 -22.456 9.180  0.360
H -9.480 -24.396 8.675  0.387
F -17.270 -26.830 14.365  -0.294
C -16.902 -26.904 13.087  0.444
C -15.549 -27.101 12.746  -0.434
C -15.133 -27.103 11.404  -0.194
C -16.016 -26.906 10.303  -0.612
C -17.341 -26.656 10.690  -0.261
C -17.774 -26.662 12.025  -0.445
H -14.861 -27.346 13.542  0.361
H -14.099 -27.389 11.284  0.334
H -15.526 -27.005 9.345  0.385
H -17.965 -26.399 9.847  0.330
H -18.804 -26.466 12.283  0.385
F -14.494 -9.344 28.099  -0.292
C -13.765 -10.374 28.633  0.354
C -12.578 -10.653 27.925  -0.366
C -11.688 -11.654 28.417  -0.433
C -11.974 -12.190 29.660  -0.379
C -13.134 -11.880 30.348  -0.329
C -14.072 -11.006 29.806  -0.416
H -12.285 -10.168 27.006  0.399
H -10.771 -11.992 27.957  0.375
H -11.289 -12.951 30.005  0.339
H -13.275 -12.320 31.325  0.361
H -14.904 -10.656 30.399  0.386
F -24.219 -10.989 24.523  -0.292
C -22.923 -11.271 24.738  0.360
C -22.373 -12.521 24.437  -0.425
C -21.013 -12.755 24.721  -0.343
C -20.251 -11.797 25.374  -0.473
C -20.808 -10.553 25.634  -0.362
C -22.151 -10.291 25.369  -0.344
H -22.984 -13.336 24.078  0.427
H -20.581 -13.717 24.488  0.357
H -19.210 -11.959 25.612  0.365
H -20.221 -9.815 26.161  0.356
H -22.568 -9.366 25.737  0.375
F -17.803 -17.240 31.655  -0.295
C -17.474 -16.952 32.943  0.205
C -16.875 -17.899 33.816  -0.310
C -16.481 -17.524 35.109  -0.464
C -16.704 -16.200 35.545  -0.295
C -17.283 -15.253 34.654  -0.480
C -17.609 -15.659 33.358  -0.210
H -16.766 -18.914 33.465  0.392
H -15.976 -18.195 35.788  0.368
H -16.491 -15.886 36.556  0.355
H -17.449 -14.277 35.087  0.361
H -17.974 -14.873 32.714  0.375

Properties
- max |F| (eV/Å) = 9.61
- lowest unoccupied orbital energy (eV) = -0.71
- total energy (eV) = -231092.6059
- HOMO energy (eV) = -8.57
- net charge = 0
- multiplicity = 1